Record 1
64
Properties=species:S:1:pos:R:3 method="wB97M-V/def2-TZVPD" multiplicity=4 energy_ha=-2319.70277 homo_lumo_gap_ha="0.1161 / 0.2098" charge=-1 homo_ev="-0.98 / -3.53" e_above_lowest_kcal_mol=0.0
H -1.8443 -0.2406 -0.2412
H 0.2757 2.9940 -3.5737
O -0.0034 0.1309 4.0517
H -0.1729 -2.2282 6.1754
C 1.8987 -1.2040 2.4628
C 0.4506 -2.0769 0.8766
H 0.3791 -0.2791 -1.3441
C -2.4474 0.4906 2.9937
H 1.2383 1.8555 -5.2224
H -0.4035 -3.6548 2.2629
C 1.4694 -1.0723 1.0972
C -2.3982 -1.3829 1.6258
C 0.2460 0.7507 -6.8531
H 2.2941 3.1676 -2.3115
H -0.2405 2.6610 5.8762
H -0.9140 -2.3646 -5.8366
C 1.5717 -1.3688 -6.4659
C 0.3104 1.3145 -5.4442
H -0.7094 1.8292 7.3758
H 1.6490 -2.2980 -5.8855
H 2.4115 1.2074 5.8376
C -2.0001 0.9109 1.6926
H -2.5507 -2.4006 1.2708
H -3.0605 -1.5362 3.7649
C 0.1348 2.8391 -2.4963
H -1.8240 -0.8743 -6.2143
H 1.3258 -2.6895 4.0655
C 1.1577 -2.2736 3.0736
H 2.0835 0.1844 7.2517
V -0.3859 -0.6040 2.3701
C 1.9523 0.2645 6.1631
H -1.7782 1.7853 5.9562
Si 0.1370 0.2106 5.6769
H 0.7594 -0.0207 -3.0383
H -0.4296 3.6795 -2.1062
H 2.5061 -0.5565 5.6938
H 1.8641 -0.3911 0.3539
H 1.0919 0.9775 -7.5022
C 0.3094 -0.6102 -6.1170
H -1.7296 -1.3707 6.2344
H -0.8788 -1.6940 -7.4948
O 0.2754 0.0034 -4.7854
O 1.7961 1.2118 -1.7477
C -0.5709 1.4995 -2.2269
C -0.7310 1.7661 6.2795
H -1.2931 1.2219 -2.9908
C -2.0067 -0.2475 0.8305
C 1.4835 2.6453 -1.7862
H -0.5663 1.9218 -5.1890
H 1.4162 3.0147 -0.7441
C -0.6634 -1.2972 6.5025
H 2.4767 -0.7664 -6.3461
H -1.0827 1.5471 -1.2565
H -0.7023 0.8960 -7.3397
H -0.0203 -2.3190 -0.0741
C 0.5911 0.4993 -2.0894
H -1.7304 1.9317 1.4189
H -0.5997 -1.2597 7.6027
H -2.6635 1.1242 3.8380
H 1.4962 -1.6679 -7.5240
H 2.6804 -0.6199 2.9408
C -0.9127 -1.4400 -6.4240
C -2.6673 -0.9300 2.9555
C 0.2492 -2.7967 2.0998



Record 2
70
Properties=species:S:1:pos:R:3 method="wB97M-V/def2-TZVPD" multiplicity=5 energy_ha=-6127.88230 homo_lumo_gap_ha="0.3190 / 0.2146" charge=+2 homo_ev="-13.87 / -14.24" e_above_lowest_kcal_mol=3.5
C -1.3782 -3.5551 -1.4205
H -4.1483 -0.7223 -1.8301
Si -2.3181 0.9623 -1.8931
H -0.9831 -2.7757 2.4053
H 0.0920 -1.6890 -3.6880
C 2.0071 0.6488 3.0718
H -0.5552 0.6163 -3.6520
H -4.3096 -2.3266 1.8530
H 0.4222 2.6781 -2.6548
C -2.0635 2.7196 -1.2309
H -1.6620 -3.9390 -0.4392
H 3.5902 1.5592 2.0356
C 3.6984 0.6433 -0.3365
C -1.6416 0.6934 -3.6311
H 1.6441 2.6645 -4.8075
H 1.4807 -1.0083 -2.8279
H -0.2845 1.4798 6.1315
H -4.6684 0.7599 -2.6221
As -0.8831 -0.2962 -0.3737
H -4.5803 0.7017 -0.8646
C 0.3112 1.2306 5.2642
H -0.2255 -1.2156 2.7652
H 2.3655 -2.6601 -0.3923
C 1.3582 -2.8924 -0.0351
H -4.4708 -1.4904 0.3168
C -2.9573 0.7881 2.0740
H 2.8886 -0.8050 4.3382
H -2.0538 -0.2241 -4.0550
H -3.9319 1.0258 1.6437
C 1.2205 0.1696 5.3068
C 0.8431 -1.8912 -2.9237
H -2.0859 3.4689 -2.0252
H 3.8877 1.5471 -4.9026
C 3.1072 0.5788 2.0410
H -1.9339 1.5147 -4.2907
C 3.1120 1.1110 -1.6466
N 2.6649 0.3057 0.6608
C -1.1798 -1.7428 2.6989
O 0.6451 2.1399 1.8082
H -2.8490 2.9842 -0.5209
Si -2.3469 -0.8904 1.4852
C 2.0808 2.2047 -3.9325
Si 0.0405 -2.3353 -1.2809
C 0.2054 1.9712 4.1160
H 3.8537 -0.1535 2.3578
H -1.1028 -4.4092 -2.0429
H 1.4640 -2.7141 -3.2859
H -3.4187 -2.9031 0.4483
H 1.2005 -2.4426 0.9491
H 4.3894 -0.1852 -0.5041
H 1.3202 -3.9741 0.1072
C 1.3977 2.2157 -2.7349
C 3.8449 1.0389 -2.8192
H -3.0745 0.7999 3.1602
H 2.4532 -0.6848 0.5787
Co 0.8228 1.2553 0.0868
I 1.3622 -1.0206 7.0062
C 2.1033 -0.0672 4.2295
C -4.0929 0.3656 -1.7810
N 1.8924 1.6724 -1.6124
H -2.2513 -3.0822 -1.8731
H 4.2906 1.4746 0.0544
H -1.6168 -1.7666 3.7009
H 4.8167 0.5633 -2.8173
C -3.7615 -2.0055 0.9631
C 0.9401 1.6137 2.9236
I -0.9438 3.7111 4.0463
H -1.1089 2.8176 -0.7046
H -2.2610 1.5820 1.8043
C 3.3252 1.5910 -3.9795



Record 3
84
Properties=species:S:1:pos:R:3 method="wB97M-V/def2-TZVPD" energy_ha=-42696.53623 homo_lumo_gap_ha=0.3640 smiles="O=C1OC[C@@H](F)O1.O=C1OC[C@@H](F)O1.BrCCBr.BrCCBr.BrCCBr.BrCCBr.BrCCBr.BrCCBr.BrCCBr.BrCCBr" homo_ev=-9.85 e_above_lowest_kcal_mol=0.0
H 15.1588 8.4666 14.2278
Br 10.8745 11.7975 16.8035
C 11.1663 14.6507 16.9185
C 14.1667 6.6891 14.8971
C 13.6350 11.6243 11.5850
Br 17.4645 11.6084 11.8880
H 13.4118 7.1603 15.4991
Br 11.3404 9.3273 9.7439
C 13.6677 9.4275 18.9292
O 13.2893 9.1536 17.6152
H 10.0180 10.0462 12.5597
H 15.6251 10.3178 18.7614
H 11.5017 11.7244 9.1678
H 19.5544 10.3566 11.2071
Br 11.7527 14.4984 18.7308
C 13.6834 10.0945 16.7608
H 10.9742 14.3821 10.4362
H 13.9916 14.9689 8.1302
C 16.0039 14.1126 8.3786
Br 15.4072 17.8765 14.5534
O 12.2971 12.0448 11.2976
H 15.2452 16.5188 17.2231
F 14.7026 13.0404 13.1612
H 10.6149 10.8214 7.8990
Br 16.9691 15.7543 8.4411
H 12.6783 13.3741 16.2778
Br 8.4422 12.6691 8.5692
H 16.0295 15.4510 14.3169
H 16.6095 13.3997 7.7889
H 10.1889 10.9183 14.0557
C 14.7149 14.3128 7.6182
Br 7.0169 9.8349 12.1003
H 7.6106 10.7194 14.3589
H 15.5146 6.9279 13.2255
O 12.5424 12.5365 13.3287
O 14.2622 11.0841 17.4879
H 8.0948 11.8103 13.0774
Br 15.6260 6.2354 16.2104
C 15.7989 15.9249 16.4955
H 20.0337 12.8112 11.7534
H 11.8115 14.9334 9.0040
H 14.0384 11.2209 13.7504
Br 9.6082 8.5579 14.5112
H 11.4935 17.3827 10.0477
C 9.5516 10.2456 13.5226
H 13.6741 10.5329 11.4066
H 14.8049 14.6155 6.5829
H 14.3588 12.1838 10.9440
C 8.1513 10.7649 13.4167
H 15.7585 13.8549 9.4082
H 11.5690 15.5730 16.4812
F 12.5922 9.6523 19.6908
C 14.6015 10.6100 18.7751
Br 13.2060 15.2227 11.0433
C 14.8263 7.5319 13.7620
H 9.6239 11.7752 10.5961
Br 9.4166 16.7427 8.8300
C 15.4261 16.0323 15.0539
C 9.3556 11.3078 9.6209
C 11.5755 15.2047 10.0449
H 8.7073 10.4718 9.7118
C 10.6913 10.9971 8.9770
H 10.4975 16.6733 11.1883
H 16.8559 16.1404 16.6352
H 18.6666 10.8462 9.8636
H 19.3282 13.2850 10.2229
C 19.7911 12.4569 10.7318
H 11.2567 13.5176 15.0789
Br 13.7527 12.6517 7.5228
H 13.8387 5.6769 14.5721
H 14.2117 8.6119 19.2943
C 11.6934 12.5947 12.3016
C 18.9955 11.2051 10.8128
H 10.0824 14.7710 16.8966
C 11.6184 13.4871 16.1214
H 14.3938 15.7213 14.8963
O 10.5880 13.0254 12.4056
O 13.4396 10.1451 15.5997
C 13.7875 12.0026 13.0512
Br 21.3804 12.0469 9.7293
Br 13.4320 8.0558 12.4971
Br 15.6744 14.0020 16.9138
H 14.3623 11.4480 19.4120
C 10.8733 16.5153 10.1579



Record 4
67
Properties=species:S:1:pos:R:3 method="wB97M-V/def2-TZVPD" energy_ha=-6344.25368 homo_lumo_gap_ha=0.3104 smiles=c1cc[nH]c1.c1cc[nH]c1.C1CCOC1.C1CCOC1.C1CCOC1.BrCCBr homo_ev=-7.99
H 0.3588 4.6991 -5.7332
H 1.1511 2.4906 -6.3835
C -2.8975 -6.0306 -3.3463
C -0.3458 3.2992 4.7947
C -1.8626 0.6568 -1.0322
C 0.7889 2.4791 4.1556
H -2.2224 2.2553 5.2575
Br -0.6323 -3.2296 2.7234
H -2.8188 -1.1430 -0.0651
H -0.4479 2.3719 -0.9541
C -1.2351 2.7076 -4.0747
H -2.2464 2.9877 3.6541
H 0.6532 0.4098 3.4012
H -1.0094 4.1722 -6.7578
C 0.1425 2.5243 -5.9756
H -1.1147 -4.4016 -1.1009
C -1.5151 -5.8425 -2.7108
C 0.0521 2.0430 -4.5340
H -3.7956 -4.4792 -0.7475
H -0.9986 -6.7919 -2.5756
Br 3.8628 -4.0785 2.3729
C -1.2293 -0.1149 0.9888
H -3.2544 -7.0433 -3.1338
C 4.3600 1.7986 1.0782
C 0.1996 1.0863 4.1244
H 1.0148 -4.8698 3.4943
N 4.9321 2.2628 2.2234
H 2.2619 -2.8213 3.7496
H 2.6330 2.4856 -0.0752
H 5.8343 1.9481 2.5336
H -2.4026 0.7490 -1.9602
C 1.0516 -4.1951 2.6437
O -1.2653 3.9605 -4.7132
H 0.9554 2.8399 3.1414
H -1.1422 -0.6106 1.9370
H 0.8971 2.3545 -3.9101
O -3.7738 -5.0887 -2.7494
H -0.5115 1.9015 -6.5873
H -1.8689 -5.8822 -0.5325
H -0.2562 3.3148 5.8801
C 3.2660 2.5802 0.7912
H -0.3429 4.3172 4.4109
H 0.0534 0.9575 -4.4101
H -2.0830 2.0768 -4.3729
H 4.4436 3.7887 3.6467
H -2.8786 -5.8525 -4.4211
C -3.1642 -4.4664 -1.6439
C -0.4185 3.9458 -5.8670
H -2.9950 -3.4017 -1.8459
N -0.5203 1.0074 0.6883
C -1.6021 2.5079 4.3918
C 2.1661 -3.2022 2.7389
H 0.2197 0.6324 5.1265
H -0.8672 -5.1966 -3.3039
H 2.4645 4.3456 1.9421
C -0.8904 1.4834 -0.5376
H 1.0960 -4.8005 1.7431
C -1.8325 -5.1813 -1.3644
H 0.1860 1.4658 1.2379
H -1.2429 2.8155 -2.9920
C 4.2133 3.3416 2.6960
H 1.7120 2.6292 4.7150
H 4.7513 0.9310 0.5751
C 3.1714 3.5380 1.8379
C -2.0946 -0.3444 -0.0528
O -1.1446 1.3113 3.7536
H 2.0310 -2.4051 2.0156